An isolated molecule of C7H5ClO, computed with the ωB97M-V functional and the def2-TZVPD basis.

Results
SMILES ... O=C=C[C@H]1[C@H]2C=C[C@]21Cl
Total energy ... -805.00270 Ha
Orbital gap ... 9.5 eV
Max |F| ... 0.06386 Eh/bohr
LUMO energy ... 0.572 eV

XYZ file:
```
14
C7H5ClO (the ωB97M-V functional and the def2-TZVPD basis)
O -3.77 1.03 -0.04
C -2.68 0.66 -0.05
C -1.50 0.21 -0.28
C -0.30 0.45 0.56
C 0.84 -0.46 1.03
C 1.17 -1.46 0.02
C 1.26 -0.58 -0.98
C 1.06 0.62 -0.04
Cl 1.89 2.13 -0.02
H -1.20 -0.23 -1.22
H -0.67 1.28 1.17
H 1.25 -0.59 1.99
H 1.24 -2.57 -0.04
H 1.39 -0.49 -2.10
```



A structure of composition C7H5ClO2, computed with the ωB97M-V functional and the def2-TZVPD basis.

Results
Total energy ... -880.26384 Ha
Orbital gap ... 7.9 eV
Max |F| ... 0.07113 Eh/bohr
LUMO energy ... -0.378 eV

XYZ file:
```
15
C7H5ClO2 (the ωB97M-V functional and the def2-TZVPD basis)
C -0.87 -0.62 -0.24
C -1.19 0.19 -1.45
C 1.06 0.54 0.71
C -1.76 -1.22 0.53
C 1.33 1.48 1.55
C 1.05 0.17 -1.30
C 0.63 -0.59 -0.08
O -2.27 0.44 -1.91
O -0.03 0.65 -1.98
Cl 1.36 -2.21 0.28
H -1.47 -1.81 1.39
H -2.81 -1.14 0.30
H 1.31 1.28 2.62
H 1.64 2.48 1.26
H 2.03 0.37 -1.68
```



An isolated molecule of C7H5IO2, computed with the ωB97M-V functional and the def2-TZVPD basis.

Results
Total energy ... -717.70651 Ha
Orbital gap (spin up / spin down) ... 7.4 / 7.3 eV
Max |F| ... 0.07651 Eh/bohr
LUMO energy (spin up / spin down) ... -0.491 / -0.527 eV

XYZ file:
```
15
C7H5IO2 (the ωB97M-V functional and the def2-TZVPD basis)
C -1.27 -0.38 -0.53
C -2.44 -0.97 -0.80
C -0.49 0.67 -1.16
C -1.04 1.31 -2.21
C -3.46 0.11 -2.71
C 1.37 0.53 0.53
C 0.84 0.97 -0.60
O -4.03 0.58 -3.61
O -3.41 -0.75 -1.81
I -0.26 2.87 -3.31
H -0.80 -0.82 0.35
H -2.83 -1.77 -0.19
H 2.35 0.86 0.83
H 0.89 -0.15 1.22
H 1.41 1.67 -1.21
```



An isolated molecule of C7H5N3OS, computed with the ωB97M-V functional and the def2-TZVPD basis.

Results
Total energy ... -907.29284 Ha
Orbital gap ... 8.1 eV
Max |F| ... 0.08152 Eh/bohr
LUMO energy ... -0.589 eV

XYZ file:
```
17
C7H5N3OS (the ωB97M-V functional and the def2-TZVPD basis)
C -2.47 0.63 0.57
C 2.23 1.43 0.03
C -1.32 0.68 0.06
C 1.13 0.58 -0.17
C 1.28 -0.76 -0.01
C -1.00 -1.59 -0.32
C -0.16 1.25 -0.60
N 3.15 2.12 0.12
N -3.45 0.44 1.29
N 0.32 -1.73 -0.27
O -1.91 -2.30 -0.53
S 2.78 -1.52 0.53
H -0.26 1.16 -1.69
H -0.08 2.32 -0.36
H -4.37 0.38 0.88
H 0.69 -2.68 -0.31
H 3.45 -0.40 0.77
```



An isolated molecule of C7H5NO, computed with the ωB97M-V functional and the def2-TZVPD basis.

Results
Total energy ... -399.44655 Ha
Orbital gap (spin up / spin down) ... 7.3 / 6.9 eV
Max |F| ... 0.09036 Eh/bohr
LUMO energy (spin up / spin down) ... -0.154 / -0.333 eV

XYZ file:
```
14
C7H5NO (the ωB97M-V functional and the def2-TZVPD basis)
C 0.97 -0.97 0.54
C -1.88 1.26 0.53
C 1.65 1.18 -0.32
C 1.80 -0.02 0.13
C -0.65 1.56 0.18
C 0.17 -1.77 -0.35
C -2.17 0.03 -0.13
N 0.39 1.70 -0.41
O -1.65 -1.01 -0.39
H 1.24 -1.29 1.59
H -2.55 1.80 1.08
H 2.34 1.88 -0.92
H 0.30 -1.42 -1.33
H 0.05 -2.92 -0.19
```



The ion C7H5O3S with charge -1, computed with the ωB97M-V functional and the def2-TZVPD basis.

Results
Total energy ... -893.47623 Ha
Orbital gap (spin up / spin down) ... 5.7 / 5.7 eV
Max |F| ... 0.07665 Eh/bohr
Net charge ... -1
LUMO energy (spin up / spin down) ... 3.290 / 3.287 eV

XYZ file:
```
16
C7H5O3S (the ωB97M-V functional and the def2-TZVPD basis)
C -0.63 0.37 -0.68
C -1.47 -0.70 -0.69
C 0.32 0.74 0.36
C -1.90 -1.29 0.41
C 1.66 0.40 -0.13
C -1.90 -1.60 1.77
C 1.30 1.81 -0.05
O -2.73 -2.41 1.04
O -1.52 -1.57 2.91
O 3.69 -0.17 -1.69
S 2.64 -0.77 -0.84
H -0.24 0.56 -1.71
H -2.11 -0.74 -1.63
H -0.05 0.64 1.31
H 1.17 2.23 -1.07
H 1.78 2.51 0.70
```



An isolated molecule of C7H6, computed with the ωB97M-V functional and the def2-TZVPD basis.

Results
SMILES ... C1=CC=C[C@H]2CC=12
Total energy ... -270.12459 Ha
Orbital gap (spin up / spin down) ... 8.2 / 8.2 eV
Max |F| ... 0.08082 Eh/bohr
LUMO energy (spin up / spin down) ... 0.073 / 0.072 eV

XYZ file:
```
13
C7H6 (the ωB97M-V functional and the def2-TZVPD basis)
C 0.61 -0.72 1.33
C -0.63 -1.23 1.16
C -1.50 -0.58 0.26
C -0.88 0.08 -0.74
C 0.53 0.24 -0.82
C 1.49 1.30 -0.06
C 1.21 -0.04 0.42
H -1.12 -1.96 1.69
H -2.49 -1.06 0.09
H -1.43 0.14 -1.70
H 0.88 0.06 -1.87
H 0.87 1.96 0.54
H 2.45 1.82 -0.29
```



A cluster of 25 separate species, C7H61FO27S in total, computed with the ωB97M-V functional and the def2-TZVPD basis.

Results
Total energy ... -2832.71785 Ha
Orbital gap ... 9.7 eV
Max |F| ... 0.10328 Eh/bohr
LUMO energy ... -0.559 eV

XYZ file:
```
97
C7H61FO27S (the ωB97M-V functional and the def2-TZVPD basis)
C 3.63 -2.73 0.28
C 3.13 -1.24 -0.18
F 4.38 -0.55 -0.62
C 2.16 -1.24 -1.46
C 0.58 -1.38 -1.16
C 0.01 -2.92 -1.29
C 0.09 -3.76 0.08
O -0.79 -3.27 1.15
S -0.15 -1.80 1.66
O -1.12 -1.15 2.65
O 1.17 -2.05 2.40
C 0.06 -0.67 0.20
H 3.38 -2.92 1.40
H 3.24 -3.57 -0.41
H 4.79 -2.77 0.22
H 2.76 -0.64 0.73
H 2.46 -2.17 -2.10
H 2.41 -0.32 -2.13
H 0.03 -0.81 -2.03
H 0.47 -3.46 -2.20
H -1.12 -2.79 -1.54
H 1.14 -3.90 0.52
H -0.29 -4.84 -0.17
H 0.78 0.19 0.55
H -0.96 -0.14 -0.01
O -2.15 -0.25 -1.59
H -2.68 0.56 -1.58
H -2.81 -0.95 -1.63
O 2.15 0.98 3.64
H 1.85 0.24 3.08
H 1.34 1.32 4.03
O -3.00 0.96 1.72
H -2.35 0.28 1.97
H -3.65 0.92 2.44
O 6.57 0.36 -2.44
H 7.22 -0.32 -2.20
H 5.92 0.31 -1.72
O 2.32 4.33 3.24
H 2.59 3.66 3.88
H 2.38 3.89 2.39
O -1.04 -5.57 -2.26
H -0.79 -6.06 -3.06
H -1.66 -6.16 -1.81
O -0.29 2.11 0.84
H -0.16 2.79 0.16
H -1.23 1.90 0.79
O 2.31 2.08 6.80
H 2.57 1.40 7.43
H 2.37 1.63 5.94
O -3.30 -3.93 -1.96
H -3.88 -4.05 -2.72
H -2.63 -4.62 -2.06
O -6.16 2.10 1.01
H -6.03 2.83 1.64
H -5.30 1.66 0.99
O -0.57 -3.38 -4.17
H -0.33 -3.87 -4.97
H -1.19 -3.97 -3.72
O 3.50 3.57 0.57
H 3.83 2.94 -0.08
H 4.06 4.35 0.44
O 6.53 3.30 -3.99
H 7.44 3.42 -3.71
H 6.22 2.55 -3.47
O -5.77 4.71 3.08
H -5.82 4.88 4.03
H -5.58 5.58 2.70
O -2.08 -7.19 -4.27
H -1.83 -7.68 -5.06
H -2.70 -7.78 -3.81
O 9.06 5.06 -3.42
H 8.53 5.60 -4.02
H 9.78 5.65 -3.16
O -0.10 3.71 -2.03
H 0.51 4.44 -1.86
H 0.21 3.34 -2.87
O 4.90 1.81 -6.11
H 5.02 2.54 -5.48
H 5.77 1.38 -6.12
O 0.45 4.50 7.76
H -0.13 4.37 6.99
H 1.12 3.81 7.66
O -5.43 -4.44 -4.14
H -5.74 -5.17 -4.70
H -6.25 -4.09 -3.74
O -2.46 5.25 7.55
H -1.55 5.37 7.83
H -2.78 4.50 8.07
O -3.47 -0.64 4.78
H -2.84 -0.88 4.09
H -4.01 -1.43 4.89
O -7.57 0.93 -1.82
H -7.48 1.24 -0.91
H -6.90 1.43 -2.30
O -5.40 -0.98 -1.06
H -6.26 -0.55 -1.20
H -5.37 -1.66 -1.74
```



A structure of composition C7H6Br2O, computed with the ωB97M-V functional and the def2-TZVPD basis.

Results
Total energy ... -5493.50605 Ha
Orbital gap (spin up / spin down) ... 8.9 / 8.9 eV
Max |F| ... 0.09339 Eh/bohr
LUMO energy (spin up / spin down) ... -0.407 / -0.407 eV

XYZ file:
```
16
C7H6Br2O (the ωB97M-V functional and the def2-TZVPD basis)
C 0.83 0.87 0.82
C 1.49 0.36 -0.27
C -0.39 0.28 1.31
C 0.90 -0.63 -0.99
C -0.91 -0.77 0.68
C -0.24 -1.25 -0.51
C -0.81 -2.40 -1.18
O -2.62 -1.73 -1.47
Br -0.37 -2.94 -2.88
Br -1.22 -3.89 -0.03
H 1.40 1.49 1.42
H 2.44 0.64 -0.54
H -0.83 0.72 2.17
H 1.48 -0.97 -1.82
H -1.81 -1.26 0.89
H -2.83 -1.34 -0.63
```



A cluster of 2 separate species, C7H6BrNO3 in total, computed with the ωB97M-V functional and the def2-TZVPD basis.

Results
Total energy ... -3124.54437 Ha
Orbital gap (spin up / spin down) ... 7.8 / 6.5 eV
Max |F| ... 0.10933 Eh/bohr
Multiplicity ... 3
LUMO energy (spin up / spin down) ... 0.234 / -3.178 eV

XYZ file:
```
18
C7H6BrNO3 (the ωB97M-V functional and the def2-TZVPD basis)
C 1.23 -0.11 -1.55
C 1.06 -0.71 -0.21
C 0.26 0.82 -1.99
C -0.09 -0.35 0.58
C -0.70 1.36 -1.10
C -0.91 0.80 0.15
C -3.61 0.42 0.55
N -3.45 0.66 -0.83
O -2.65 0.11 -1.57
O -4.20 1.53 -1.24
O -1.82 1.23 0.98
Br -3.31 -1.37 0.98
H 1.82 -0.60 -2.21
H 1.74 -1.40 0.18
H 0.36 1.28 -3.00
H -0.21 -0.79 1.61
H -1.47 2.09 -1.45
H -4.46 0.86 1.09
```